No. 1
10
Properties=species:S:1:pos:R:3:forces:R:3 method="wB97M-V/def2-TZVPD" multiplicity=3 lumo_ev="1.09 / -0.88" orbital_gap_ev="7.91 / 8.50"
C 0.52879 -0.74967 0.29337 -0.58 1.99 0.09
H -1.40744 0.82570 0.30069 1.39 -0.34 -2.28
H 0.94799 -1.70429 0.11529 0.77 -0.68 -0.57
N -0.05936 -0.08228 -0.84733 -1.82 -3.45 -3.54
H -0.01075 -0.76764 1.27227 -0.64 -0.08 -1.22
O 0.80079 1.37346 0.97540 0.17 1.76 1.42
H 0.32986 1.87263 0.27781 0.18 -0.19 0.19
H 0.45294 -0.07037 -1.81460 -1.19 -0.13 2.89
N -0.88271 0.90962 -0.65779 -3.12 1.56 0.98
N 1.44042 0.33622 0.41741 4.86 -0.43 2.03


No. 2
12
Properties=species:S:1:pos:R:3:forces:R:3 method="wB97M-V/def2-TZVPD" lumo_ev=-0.63 orbital_gap_ev=8.32 smiles="CN(N)C(=S)C#N"
H 1.17047 1.18269 -1.08493 0.34 -0.06 -0.77
S -2.21971 -1.57845 0.21889 1.26 1.45 -0.28
N 0.20389 -0.29329 0.07649 -2.09 -2.22 -0.58
C -1.66396 1.05854 0.44881 -0.06 0.91 -0.73
H 0.07980 -2.35856 -0.12941 0.27 1.54 0.18
N -1.92014 2.17904 0.46433 -0.42 0.02 0.38
C 1.05985 0.84769 -0.07667 -1.00 1.28 3.30
H 1.28715 -1.51638 -0.99810 -0.76 -0.51 1.67
C -1.15377 -0.23573 0.16416 0.28 -2.19 0.93
H 2.03323 0.70027 0.50502 -1.42 0.22 -0.98
H 0.34535 1.58910 0.46963 2.32 -0.35 -1.00
N 0.77784 -1.57494 -0.05822 1.29 -0.08 -2.13


No. 3
16
Properties=species:S:1:pos:R:3:forces:R:3 method="wB97M-V/def2-TZVPD" lumo_ev=0.38 orbital_gap_ev=8.55 smiles="CN/C=C(/F)C(C)=O"
H 3.18403 -0.03444 0.74893 1.02 0.85 1.90
H -3.35307 -1.01788 -0.51810 1.03 1.56 0.40
O 0.81035 -1.69998 0.22229 0.63 2.69 -0.65
H -2.96760 -0.47309 1.03531 -0.53 0.45 1.70
H 2.94975 0.49721 -0.93943 0.21 -2.32 1.51
C 0.58898 0.75728 -0.04000 2.29 -0.14 0.73
C 1.34721 -0.57791 0.02162 -1.27 -0.04 -0.04
H -3.17508 0.75220 -0.28480 -1.36 1.32 0.14
F 1.38416 1.89447 0.13084 -0.09 -0.84 -0.11
C -2.78550 -0.16221 0.04417 -3.54 -3.15 -1.18
C 2.82860 -0.39316 -0.15339 -0.29 -0.67 -3.23
C -0.72472 0.97806 -0.00788 -0.56 0.56 0.75
H 3.33584 -1.41648 -0.37435 -0.88 2.04 0.05
H -0.82336 -0.98567 0.01987 -1.87 1.55 -1.09
H -1.12761 2.00612 0.36346 0.43 -1.94 -1.29
N -1.47197 -0.12452 -0.26854 4.79 -1.90 0.39


No. 4
88
Properties=species:S:1:pos:R:3:forces:R:3 method="wB97M-V/def2-TZVPD" lumo_ev=0.26 orbital_gap_ev=7.43
H -2.61028 -1.30392 -3.01824 -0.02 -0.04 0.01
H 3.24371 2.91140 -2.69156 0.02 0.04 0.04
C -0.47398 -4.72178 -2.96719 0.04 0.00 0.00
Mg -0.45706 0.07609 0.10309 0.05 0.54 0.52
C -1.15450 -3.53079 -3.09657 0.00 0.11 0.02
H -2.04072 3.66921 -0.76407 0.03 0.05 -0.05
H -0.06545 -1.90286 3.68076 -0.06 -0.03 0.05
C 0.95678 1.54563 -2.67647 0.09 0.01 -0.03
O -2.31827 0.72358 0.72613 -0.19 0.21 -0.32
N -2.68850 0.66929 -1.55196 -0.01 -0.07 0.17
H 2.01011 -2.90504 3.01206 -0.01 -0.05 0.04
H -5.34516 4.18455 2.15391 0.01 -0.03 -0.04
H 2.07461 0.70347 3.82623 0.05 0.01 0.02
C -1.78574 -1.29341 -2.30230 0.03 0.08 -0.08
O 0.25007 -1.61644 -0.32896 0.42 -0.98 -0.01
H -3.75061 1.51384 -2.51718 0.01 -0.05 -0.09
C 0.02049 0.76435 3.17748 0.03 0.03 -0.13
C 4.42073 4.19998 -1.43307 -0.01 0.01 0.02
H -0.67220 1.54704 2.86049 -0.02 -0.02 -0.01
C 0.32875 -1.66581 2.68420 0.33 0.13 -0.16
H -0.33045 6.59526 -4.37157 -0.01 -0.02 0.02
C -5.15433 3.76651 1.17322 0.00 -0.01 -0.03
H 4.99315 -0.24221 1.74033 0.02 0.03 0.04
C 4.45152 4.94552 -0.26288 0.00 -0.03 0.00
H 0.31972 0.60089 -5.86147 0.02 0.00 0.03
C -2.92628 1.12886 -0.33134 0.10 -0.25 -0.20
C 2.14210 3.57360 -0.97008 -0.04 -0.01 0.02
O -4.45272 2.21900 -2.60229 0.03 0.02 0.00
C 1.44442 1.32916 3.19628 -0.02 -0.20 -0.13
H -6.10819 4.07212 -2.07567 0.01 -0.02 0.02
C 0.69712 0.55405 -4.84731 0.00 -0.03 0.01
C -5.83162 4.24808 0.05401 0.03 -0.04 0.01
H 4.04883 -0.28389 3.21812 0.04 0.01 -0.02
C 0.48746 1.62160 -3.98343 -0.02 -0.07 0.05
H 5.35612 5.47102 0.01899 -0.04 -0.01 -0.02
C 1.36830 -0.57927 -4.40676 -0.01 0.04 -0.03
H -0.05952 2.49470 -4.31737 -0.02 -0.04 0.00
P 0.58845 2.76716 -1.41728 0.01 -0.18 -0.25
C -3.96649 2.18975 -0.23995 0.02 -0.06 0.25
H -1.19519 -0.44683 2.15939 0.13 -0.11 0.27
H -3.44453 5.51604 -1.62420 0.05 -0.03 -0.01
S 2.97770 -1.43768 1.41500 -0.09 -0.06 0.04
C 2.17029 4.34402 0.19381 0.00 0.04 -0.03
C 0.69718 -3.82039 -1.05015 0.05 0.05 -0.01
H 3.35135 5.60866 1.45957 -0.01 -0.02 -0.04
C 3.32599 5.01982 0.55067 0.01 -0.01 0.01
N -0.17863 -0.35750 2.24485 -0.29 0.12 0.13
H 1.41339 2.31302 3.68165 -0.01 0.04 0.08
C -0.92803 -2.45821 -2.22260 -0.03 -0.03 0.14
H 1.27958 4.42117 0.81029 0.05 -0.02 0.00
N -1.67634 -0.29373 -1.51251 -0.54 0.25 -0.21
H -2.58704 6.97597 -3.43058 0.03 -0.04 0.01
C 0.01499 -2.58575 -1.16093 0.02 0.25 -0.14
C -2.45720 5.35174 -2.03889 0.00 0.05 -0.03
H 2.36034 -1.54283 -2.75702 -0.06 0.03 0.00
H -0.66320 -5.54264 -3.64633 0.01 0.01 0.02
O -0.06558 2.07942 -0.24335 0.35 0.10 0.06
C -0.41392 4.08607 -2.09862 -0.04 0.02 0.11
C 3.98762 -0.11536 2.14179 -0.27 0.07 -0.10
H -0.05895 -2.40115 1.98417 0.00 -0.01 -0.06
H -1.89763 -3.40675 -3.87988 0.04 -0.03 0.03
C 1.64341 0.40685 -2.23835 0.05 0.11 -0.04
H 1.42784 -3.92524 -0.25517 -0.04 0.02 0.00
H 0.99090 -5.79036 -1.80905 -0.01 0.06 0.00
N 2.02806 1.37173 1.87294 0.03 0.09 0.06
H -3.69835 2.34052 1.86066 0.00 0.01 -0.04
H 3.95606 2.00712 2.51468 0.09 0.05 -0.01
C 1.85308 -1.84792 2.80324 -0.06 0.22 -0.09
C -4.23780 2.74238 1.01182 -0.03 0.06 0.04
C -4.65747 2.68189 -1.36308 -0.07 0.03 0.05
C 0.45549 -4.85382 -1.92798 -0.03 -0.03 -0.07
C -1.67414 4.31050 -1.55625 0.01 -0.05 -0.03
C -1.97514 6.16474 -3.05354 0.02 -0.01 0.02
H 2.23401 -1.30376 3.66587 -0.01 -0.07 0.03
H 5.29590 4.15107 -2.06898 -0.02 -0.01 0.02
C -5.58998 3.70994 -1.19613 -0.02 0.02 0.02
H 1.66322 2.14039 1.33468 -0.04 0.05 -0.06
H 3.78087 1.58128 0.81101 -0.01 -0.02 -0.03
C 0.07966 4.91714 -3.10687 -0.01 -0.01 0.02
C 3.26745 3.51080 -1.78759 0.00 -0.09 0.05
H -0.24451 0.47694 4.20184 -0.08 0.01 0.04
C -0.70587 5.95115 -3.58628 -0.02 -0.01 0.00
C 3.47181 1.30334 1.82066 -0.07 -0.17 0.05
H 1.07647 4.76002 -3.50800 -0.05 0.02 0.01
H 1.51217 -1.41580 -5.08024 -0.01 0.02 0.03
H -6.55461 5.04945 0.15855 0.02 -0.04 0.00
H 2.01171 0.34106 -1.21577 -0.02 -0.03 -0.06
C 1.84593 -0.65446 -3.10356 0.05 0.00 -0.02


No. 5
51
Properties=species:S:1:pos:R:3:forces:R:3 method="wB97M-V/def2-TZVPD" charge=+2 lumo_ev=-9.29 orbital_gap_ev=2.74
O -1.88894 3.91571 4.58303 -0.36 -0.19 -0.13
C 1.79892 -1.63054 -3.03507 0.05 -1.77 -0.98
C -0.57458 4.50191 2.36729 0.43 0.22 -0.11
C 2.79282 -3.02377 -1.22167 1.11 1.06 1.37
C 1.13169 -4.01562 -2.64594 -0.01 -0.93 0.31
H 1.99278 -1.18697 -5.77080 -0.11 0.34 -0.62
S 2.33661 0.61726 -0.52313 0.31 0.21 0.02
H 2.23369 1.80622 -3.51593 0.14 -0.15 0.04
H 0.87166 -1.31850 -0.03819 0.28 0.37 -0.11
H -5.57686 4.63104 4.30586 -0.06 -0.36 -0.12
C 0.74096 -0.27352 -0.36419 -0.53 -0.46 -0.08
C 2.65526 -1.71253 -2.00609 2.74 -0.04 2.24
H 4.05040 0.12053 -2.32288 -0.98 -0.63 0.76
O -3.61095 3.08478 3.33966 -0.57 -0.07 0.34
H -5.63416 3.87244 5.92271 0.20 -0.09 -0.32
C -4.34005 2.83172 4.48838 1.74 -1.68 -0.65
F -6.86331 4.52251 7.20356 0.25 -0.21 -0.36
N 2.20400 -5.27091 -0.73703 1.10 1.50 0.21
P 1.53333 -0.10020 -3.99709 -1.56 1.89 -0.77
H -0.70918 5.53736 2.67517 0.01 -0.06 0.12
Cs 5.76830 -1.93044 -0.43536 6.15 -0.94 0.75
H 0.27347 0.57228 1.63581 -0.01 0.16 -0.34
H -5.16197 2.12646 4.19754 -0.58 0.09 0.02
H -1.02515 -0.29453 0.82748 0.24 0.23 -0.08
H 0.50428 -4.86538 -2.92362 0.05 0.35 0.00
C -2.37980 3.64064 3.52692 0.85 0.14 -0.05
H -0.64837 1.32022 0.24909 0.38 -0.12 0.26
O 1.47045 -0.38614 -5.58255 1.27 -1.15 1.30
H -3.71586 2.33193 5.24384 0.20 0.64 0.42
O -1.84141 3.83381 2.33001 -0.27 -0.22 0.08
N 3.64933 -3.22415 -0.10087 -4.42 -2.06 -2.26
H -4.21289 4.82051 5.40079 0.63 -0.53 -0.11
C 1.02002 -2.85361 -3.34744 -0.40 0.25 -0.64
H 4.28735 -0.80530 -0.78325 -3.92 2.32 -1.76
H 0.14700 -3.71828 -5.16327 0.15 0.35 0.09
C 3.50791 -0.45319 -1.51543 -0.90 -1.27 0.70
C -0.19266 0.40721 0.65613 -0.13 -0.19 -0.12
Ca 1.94683 -7.90836 -3.20774 -0.10 -0.41 -0.40
C -4.98465 4.12148 5.06624 -2.00 1.30 1.23
C 2.01702 -4.19609 -1.53731 -0.04 1.43 -0.48
F -4.61243 0.60860 5.02253 -0.03 1.09 -0.45
C -0.01258 -2.88235 -4.47024 -0.41 0.35 0.55
H -0.99572 -3.05605 -3.99948 0.30 0.08 -0.20
H 0.22946 -0.27360 -1.33624 0.24 0.01 0.23
S 3.32500 -4.76952 0.36949 -0.45 0.78 -0.10
H -0.09581 -1.92273 -4.98803 0.00 -0.45 -0.06
H 0.12017 3.99240 3.03319 -0.14 0.04 0.13
O 0.26676 0.48831 -3.58475 -0.77 -0.19 0.54
H -0.16290 4.48684 1.36148 -0.28 -0.09 -0.07
Li 3.67893 -7.10285 -0.87365 -0.08 -0.10 -0.03
O 2.68583 0.98295 -3.77896 0.30 -0.82 -0.31


No. 6
81
Properties=species:S:1:pos:R:3:forces:R:3 method="wB97M-V/def2-TZVPD" charge=+1 lumo_ev=-2.01 orbital_gap_ev=8.55
H -0.95475 1.22871 4.27312 0.09 0.06 0.03
N -1.30152 2.49154 0.67245 0.33 -0.46 -0.21
H -0.43280 4.56421 -2.85053 0.01 0.04 0.05
C 1.67657 -3.50253 -4.06774 -0.05 0.04 0.00
C 2.69721 0.49923 -3.73037 0.04 0.01 0.01
C 2.19977 0.61485 -5.01871 0.02 0.01 -0.04
H -5.06556 1.40607 0.92179 0.00 -0.03 -0.01
N -1.25199 -0.60028 4.98647 -0.03 -0.03 0.16
H 1.10110 3.69371 -2.87740 0.01 0.05 0.01
C 0.28534 -2.02726 -2.82312 -0.04 -0.01 0.03
H -1.46242 -0.48478 5.96495 -0.03 0.02 0.04
C 3.04940 -5.87040 0.84677 -0.05 0.07 0.06
H 2.76248 -5.73835 2.96430 -0.02 0.01 0.01
H -1.96112 1.59293 -3.55802 -0.05 0.00 -0.06
C -1.85343 4.65664 -0.33358 -0.03 -0.06 0.01
C 3.27597 -5.78649 -1.62332 0.05 -0.03 -0.16
C -0.76727 -1.79329 4.58073 -0.05 0.10 0.10
C -3.56209 3.34995 4.08385 0.01 0.01 0.01
C 0.77914 -2.46879 -4.05725 0.02 -0.06 -0.06
C -1.47085 3.46512 2.87902 0.06 -0.02 -0.12
H -1.12734 5.45242 -0.15572 0.02 0.00 -0.04
H 0.44903 -1.99606 -4.97021 0.01 0.04 -0.01
H -1.77929 4.27325 4.83600 0.02 -0.01 -0.01
N 1.36792 -3.65208 0.73227 0.01 -0.02 0.06
H 2.81990 0.35293 -5.86617 -0.01 -0.02 0.01
H -2.30483 4.83767 -1.30893 0.01 0.01 -0.03
H 1.27709 -3.74214 2.76658 -0.01 -0.01 -0.01
C -4.13889 2.67339 3.01931 -0.02 0.02 0.04
C 2.97019 -5.19756 -2.79754 0.10 -0.14 0.01
O -0.65758 -2.61842 5.62681 -0.02 0.01 -0.05
C 0.90612 1.06950 -5.21660 0.01 -0.08 -0.03
H 0.50496 1.14791 -6.22084 0.01 0.00 0.01
C 2.45080 0.74800 -1.22587 -0.02 0.06 -0.11
C -2.07380 2.79774 1.80358 -0.24 0.28 0.38
H -5.17805 2.37052 3.07301 0.00 0.00 -0.02
H -4.03527 2.30854 -0.19122 -0.01 -0.04 -0.02
C 1.92655 0.85354 -2.63183 -0.13 0.06 0.17
C -0.02460 3.87258 2.78775 -0.10 -0.01 0.01
H 3.39660 -5.55566 -3.72676 -0.02 -0.04 0.02
H -0.42361 -1.20658 -2.78633 -0.01 0.00 -0.04
H 3.45228 0.32230 -1.21380 0.00 -0.02 0.02
Cs -0.48165 -1.22210 0.95327 -0.19 0.72 -1.03
H 3.69969 -6.73553 0.88662 0.02 0.01 -0.02
H -1.69092 1.59584 -5.31357 -0.01 0.01 0.01
N -0.16493 1.71192 -1.74748 -0.14 -0.11 0.49
C -4.03553 1.67882 0.70111 0.04 0.06 0.07
C 0.31529 4.07020 -2.22674 0.01 -0.02 0.10
C 2.53134 -5.32461 1.99242 0.06 -0.08 -0.05
H 3.94191 -6.63985 -1.58783 0.02 0.02 0.00
C 1.86978 -4.17895 -0.40190 0.16 -0.20 0.12
H -2.62138 4.72347 0.43423 0.00 0.03 -0.03
H -3.47298 0.77479 0.45493 -0.03 0.01 -0.05
C -2.23255 3.74040 4.00802 -0.05 -0.03 0.03
H -0.65742 -4.36260 4.48825 -0.01 0.01 0.02
C 2.73357 -5.29305 -0.39460 -0.12 0.18 0.05
C 0.10444 1.43319 -4.14190 -0.11 0.00 0.12
H 2.48688 1.73047 -0.74987 0.02 -0.03 0.05
H 0.10885 4.69500 2.08103 0.04 -0.01 0.00
H -4.14896 3.58133 4.96307 0.01 -0.01 0.00
H 0.73232 4.82062 -1.55571 -0.01 0.03 0.01
C 0.63377 1.34385 -2.84831 0.15 0.00 -0.51
C -1.30033 1.93526 -4.35541 0.13 0.01 0.00
C 1.69635 -4.20595 1.87950 0.02 -0.02 0.05
N -1.50350 0.40729 4.06278 0.05 -0.08 -0.19
H 1.79233 0.11865 -0.62202 0.06 0.00 -0.01
O -0.47353 -2.07367 3.43137 0.06 -0.51 0.99
H 0.91949 -3.89190 5.16776 -0.01 0.03 0.01
C -0.31149 2.93728 -1.45365 0.21 -0.07 -0.38
H 0.58558 3.03893 2.43357 0.05 0.04 0.00
H -2.48039 0.67368 4.08137 -0.07 0.00 -0.03
C -3.41113 2.39223 1.86869 0.07 -0.07 -0.11
N 0.62843 -2.55202 -1.66687 -0.02 0.06 0.01
H -0.35651 -4.51778 6.23992 0.00 0.02 0.01
H 3.70495 0.13378 -3.57169 0.00 0.00 0.02
C -0.15430 -3.92987 5.35101 0.04 -0.07 -0.07
C -1.18475 3.30662 -0.28975 -0.26 0.19 0.24
C 2.06517 -4.09100 -2.85234 -0.16 0.14 0.21
H 2.08107 -3.88334 -4.99782 0.01 0.01 0.00
C 1.50570 -3.57569 -1.66596 0.08 -0.08 -0.32
H 0.34809 4.20321 3.75602 0.01 0.00 -0.01
H -1.32413 3.02848 -4.35844 -0.06 -0.03 -0.01